Here is C13H33BIrO3P2 as an isolated structure at a distorted geometry from OMol25. Energies are from the ωB97M-V functional and the def2-TZVPD basis.

Summary:
ΔE to the lowest compared entry with this formula, charge and spin ... 47.2 kcal/mol
Charge ... +2
⟨S²⟩ ... 8.7625
E ... -42229.1752 eV
Max |F| ... 5.76 eV Å⁻¹
Spin multiplicity ... 6

Structure (XYZ):
```
53
Properties=species:S:1:pos:R:3:forces:R:3
Ir -0.3923 1.3170 0.3940 -0.7 -0.4 0.6
H 1.1148 1.7586 -0.3308 -0.1 -0.9 -1.4
H 0.0514 0.3619 -0.9978 -0.3 -0.9 -0.7
P 1.5216 2.7394 1.0540 3.7 3.6 2.0
P -2.2476 1.2338 -1.0430 -3.2 0.2 -2.6
C -3.5088 0.2485 -0.1587 0.4 0.0 0.5
H -4.4024 0.1549 -0.7890 0.2 0.1 0.0
H -3.1060 -0.7444 0.0839 -0.2 0.2 -0.1
H -3.7681 0.7704 0.7713 -0.1 -0.2 -0.2
C -3.0192 2.8167 -1.4627 0.2 0.2 0.3
H -2.3305 3.3942 -2.0919 -0.2 -0.1 0.1
H -3.9533 2.6355 -2.0103 0.2 0.0 0.1
H -3.2278 3.3758 -0.5436 0.0 0.0 -0.2
C -2.0577 0.4450 -2.6913 0.3 0.0 0.3
H -1.6472 -0.5687 -2.6091 -0.1 0.2 -0.2
H -3.0411 0.4056 -3.1812 0.2 0.0 0.2
H -1.3787 1.0570 -3.2992 -0.1 -0.2 0.1
C 1.1847 4.5357 1.1131 -0.3 0.0 -0.1
H 2.0528 5.0384 1.5665 -0.2 -0.2 -0.2
H 1.0267 4.9176 0.0951 0.0 0.0 0.3
H 0.2885 4.7364 1.7162 0.2 0.0 -0.2
C 1.9614 2.3151 2.7786 -0.3 -0.5 0.4
H 2.2940 1.2699 2.8247 0.0 0.2 0.1
H 2.7759 2.9799 3.1032 -0.2 -0.2 -0.2
H 1.0941 2.4444 3.4402 0.3 0.0 -0.1
C 3.1474 2.6816 0.2038 -0.3 -0.3 -0.2
H 3.0052 3.0126 -0.8322 0.2 0.0 0.2
H 3.8685 3.3358 0.7129 -0.3 -0.2 -0.1
H 3.5116 1.6472 0.1989 0.0 0.2 0.0
C -0.6636 0.6545 2.1325 0.1 -2.5 5.2
O -0.8395 0.2919 3.2219 -0.1 0.9 -2.4
H -1.0157 2.8107 0.4821 -0.8 1.9 -0.5
C 2.2580 -2.1157 -0.0305 0.0 0.1 -0.2
C 1.0082 -2.6248 -0.7726 0.2 -1.2 1.0
C 1.3930 -3.7032 -1.7497 -0.1 -0.3 -0.1
O 0.4316 -1.5642 -1.5474 -0.6 1.9 1.3
B -0.2448 -0.8401 -0.5612 1.1 -3.2 -1.5
O -0.7366 -1.6309 0.4792 0.3 2.7 -1.0
C -0.1624 -2.9475 0.2555 0.4 -1.5 -0.7
C -1.2417 -3.8556 -0.3304 -0.1 0.2 -0.1
C 0.2461 -3.5367 1.5884 0.2 0.2 0.1
H 2.0209 -1.3908 0.7685 0.0 -0.1 -0.3
H 2.9438 -1.6506 -0.7530 -0.2 -0.1 0.2
H 2.7895 -2.9532 0.4366 -0.2 0.2 -0.1
H 2.1076 -3.2789 -2.4560 0.1 -0.1 0.1
H 1.8685 -4.5440 -1.2333 -0.2 0.1 -0.2
H 0.5279 -4.0388 -2.3321 0.2 -0.1 0.2
H -0.8085 -4.8438 -0.5249 -0.1 0.2 0.0
H -2.0313 -3.9962 0.4193 0.1 0.1 -0.3
H -1.6721 -3.4597 -1.2632 0.1 -0.2 0.3
H 0.8624 -2.8476 2.1751 0.0 -0.2 -0.1
H -0.6528 -3.7784 2.1659 0.2 0.1 -0.1
H 0.7935 -4.4723 1.4136 -0.1 0.2 0.1
```
Positions in Å, forces in eV/Å.

Atom charges from the Löwdin analysis, given in e for atoms 1 to 5: number 1, Ir, carries 0.9986; number 2, H, carries -0.0365; number 3, H, carries 0.0350; number 4, P, carries 0.6542; number 5, P, carries 0.6985

---

Here is a 2-piece molecular cluster, C6H15NO overall at a distorted geometry from OMol25. Energies are from the ωB97M-V functional and the def2-TZVPD basis.

Summary:
Structure (SMILES) ... CCC(N)=O.CCC
ΔE to the lowest compared entry with this formula, charge and spin ... 15.9 kcal/mol
Charge ... 0
E ... -10003.0663 eV
Max |F| ... 2.37 eV Å⁻¹

Structure (XYZ):
```
23
Properties=species:S:1:pos:R:3:forces:R:3
C 0.3386 -1.2526 -1.8113 0.5 0.3 0.4
C 1.1348 -0.4933 -2.8921 -0.5 -0.2 -0.7
C 2.0481 0.5421 -2.2891 0.2 0.2 0.4
N 3.2906 0.0645 -1.9734 0.6 -0.6 0.2
O 1.7262 1.6874 -2.0505 -0.1 -0.1 -0.1
H 0.6450 -0.8444 -0.8592 0.0 0.0 0.5
H 0.5986 -2.3060 -1.7837 -0.2 -0.2 -0.1
H -0.7376 -1.1060 -1.8383 0.0 -0.1 -0.4
H 1.7324 -1.1763 -3.4952 0.0 -0.1 0.0
H 0.4532 -0.0082 -3.5918 0.1 0.2 0.1
H 3.9328 0.5736 -1.3918 -0.3 0.5 0.0
H 3.4989 -0.9196 -1.9842 -0.3 0.0 -0.3
C -0.7896 0.1072 3.2769 -0.4 -0.7 0.2
C -1.5480 0.1751 1.9615 1.2 1.8 -1.1
C -2.7407 1.1231 1.7780 -0.2 -0.8 1.3
H 0.1705 -0.3924 3.1275 0.0 0.1 -0.1
H -0.5928 1.0819 3.7195 -0.1 0.0 0.0
H -1.3089 -0.5456 3.9875 -0.1 0.4 0.2
H -1.8355 -0.7801 1.6152 -0.4 -1.3 -0.1
H -0.8123 0.4814 1.2021 0.0 0.1 0.1
H -2.8964 1.3374 0.7283 -0.1 0.2 -0.1
H -2.6900 2.0304 2.3765 0.4 0.3 -0.3
H -3.6180 0.6202 2.1875 -0.3 0.0 -0.3
```
Positions in Å, forces in eV/Å.

Atom charges from the Löwdin analysis, given in e for atoms 1 to 5: number 1, C, carries -0.0795; number 2, C, carries -0.1703; number 3, C, carries -0.5728; number 4, N, carries 0.1525; number 5, O, carries 0.0527

---

Here is C12H24BBrCaClF6LiN4O10PV as an isolated structure at a distorted geometry from OMol25. Energies are from the ωB97M-V functional and the def2-TZVPD basis.

Summary:
Charge ... +2
E ... -192399.7637 eV
Max |F| ... 4.42 eV Å⁻¹

Structure (XYZ):
```
63
Properties=species:S:1:pos:R:3:forces:R:3
C 0.1996 -2.1256 4.6914 -0.1 0.0 -0.1
C 0.5892 -3.4024 3.7843 0.3 0.0 0.4
C -0.0842 -3.3922 2.3533 -3.6 1.0 0.7
O -1.2874 -3.0047 2.3245 4.2 -1.5 0.2
O 0.4351 -3.8282 1.1266 0.3 1.2 1.6
C 1.7940 -3.4597 0.8604 1.6 -1.2 0.6
C 2.0437 -1.9484 0.4874 1.7 -0.8 1.8
N 1.5526 -1.4809 -0.8563 0.5 0.5 1.6
C 2.1920 -0.0936 -1.0369 1.3 0.8 -0.8
C 1.5973 0.8074 -2.2025 0.0 1.5 0.5
C 0.8121 2.0706 -1.5305 0.0 -0.6 -0.3
C -0.3446 2.6458 -2.4574 0.6 1.1 1.0
F -0.7252 3.9155 -1.8940 0.7 -2.1 -1.0
F 0.1274 2.9170 -3.7534 -1.1 -0.8 2.3
C -1.6990 1.7673 -2.4366 -1.9 1.1 -0.9
F -2.0884 1.4649 -1.1201 1.3 0.3 -3.1
F -2.7141 2.6076 -2.9556 2.3 -2.3 1.0
F -1.5805 0.6394 -3.2494 -0.3 2.4 2.1
B 2.0541 -2.2926 -2.0489 1.9 -2.2 -1.8
N 1.3704 -2.4234 -3.3568 2.0 0.4 1.7
O 3.3434 -2.9435 -1.8587 -2.0 2.2 -0.4
P -0.2646 -1.1651 -0.9050 -3.8 0.8 -0.1
O -0.7811 -0.7067 0.6845 2.0 -1.1 -1.9
Br -1.3880 -3.0532 -1.4505 0.9 1.1 1.3
H -0.6796 -1.5269 4.2879 1.1 -1.0 0.4
H -0.0968 -2.5084 5.7292 0.6 0.7 -1.5
H 1.0902 -1.4162 4.7754 -1.2 -1.0 0.0
H 0.1787 -4.3354 4.3250 0.5 1.1 -1.3
H 1.7193 -3.5051 3.8003 -1.4 0.0 -0.4
H 2.1961 -4.2296 0.1032 -0.8 1.5 0.8
H 2.4323 -3.6709 1.7989 -0.9 0.6 -1.4
H 3.1840 -1.7794 0.5026 -1.7 -0.5 -0.1
H 1.6501 -1.2915 1.3470 0.2 -0.8 -1.6
H 2.2148 0.4889 -0.0478 -0.3 -1.1 -1.4
H 3.3033 -0.2959 -1.2826 -1.5 0.1 0.5
H 0.9962 0.2993 -3.0146 0.6 0.5 1.2
H 2.5026 1.3066 -2.7472 -1.6 -0.8 1.0
H 1.5714 2.8881 -1.2477 -1.3 -1.1 -0.7
H 0.3574 1.7030 -0.5534 0.3 0.7 -1.4
H 1.4888 -1.6054 -3.9675 -0.7 -0.6 0.1
H 1.7984 -3.2649 -3.7914 -0.5 0.9 -0.1
H 3.9035 -2.5559 -2.5742 -0.3 -1.1 0.5
H -0.2235 0.0562 0.9483 -0.6 -0.3 0.0
O 0.5014 8.5382 1.1941 1.2 0.3 -0.6
C -0.1418 7.8707 0.3761 0.2 -1.9 -2.7
N 0.1309 6.5664 0.1797 0.2 0.7 0.4
C -1.2580 8.4427 -0.4486 0.2 -0.2 -0.3
H -0.3673 5.9830 -0.4752 -0.1 0.1 0.0
H 0.8786 6.1588 0.7237 0.0 0.0 -0.1
H -0.8663 9.2591 -1.0595 0.0 0.1 0.2
H -2.0389 8.8248 0.2155 -0.1 0.2 -0.2
H -1.6979 7.6928 -1.1072 -0.1 0.1 0.1
Cl -3.2979 -2.5571 2.1729 -1.7 0.6 -1.1
N -5.8819 -2.1407 -0.0839 0.2 -1.5 -2.9
O -4.9823 -2.8064 -0.5966 0.0 0.5 0.6
O -5.7291 -1.6571 1.0682 1.1 0.1 1.9
O -6.9309 -1.9361 -0.6868 0.2 0.5 1.1
Li 4.0115 1.4300 -3.5911 0.7 0.2 -0.5
O -0.5473 -6.2135 3.9221 -0.4 -1.9 -2.7
V -1.0856 -6.9993 2.4674 -2.5 1.7 -1.7
O -1.6081 -7.8126 1.0221 1.8 0.9 3.2
F -2.8834 -5.4811 0.4996 1.3 -0.5 1.1
Ca -0.9468 8.5654 2.6164 -1.6 0.6 3.1
```
Positions in Å, forces in eV/Å.

Atom charges from the Löwdin analysis, given in e for atoms 1 to 5: number 1, C, carries -0.0786; number 2, C, carries -0.1224; number 3, C, carries -0.3391; number 4, O, carries -0.3006; number 5, O, carries -0.0703

---

Here is one molecule with the formula C6H12N2 at a distorted geometry from OMol25. Energies are from the ωB97M-V functional and the def2-TZVPD basis.

Summary:
Structure (SMILES) ... C=C(C)[C@H](N)C(=C)N
ΔE to the lowest compared entry with this formula, charge and spin ... 35.3 kcal/mol
Charge ... 0
E ... -9395.3199 eV
Max |F| ... 4.03 eV Å⁻¹

Structure (XYZ):
```
20
Properties=species:S:1:pos:R:3:forces:R:3
C -2.0593 0.5154 -0.8608 -0.1 0.0 0.1
C -1.0685 0.1136 -0.0739 -0.8 -2.3 -1.5
C -1.2184 0.0402 1.4154 0.3 0.2 -0.1
C 0.1845 -0.6260 -0.7692 -2.0 2.8 2.0
N 0.4007 -1.9689 -0.3264 0.2 -0.6 0.1
C 1.1692 0.3873 -0.2299 2.6 0.0 -1.3
C 1.1882 1.7006 -0.5429 -0.4 -0.8 0.4
N 2.1825 -0.2057 0.5372 0.0 0.1 0.0
H -3.0171 0.8127 -0.4615 0.0 0.4 0.1
H -1.9871 0.5003 -1.9365 0.1 -0.1 -0.2
H -1.2501 -0.9936 1.7635 0.1 0.0 0.0
H -0.3880 0.5489 1.9033 0.1 -0.1 0.1
H -2.1375 0.5283 1.7320 -0.1 0.0 -0.1
H 0.0760 -0.5748 -1.8549 0.1 0.0 0.2
H 0.4734 -2.0307 0.6834 0.0 0.1 -0.1
H -0.3562 -2.5795 -0.6159 0.1 0.2 0.0
H 2.0179 2.3256 -0.2584 0.1 0.0 0.2
H 0.3442 2.1886 -0.9950 -0.1 0.0 -0.2
H 2.9588 0.4091 0.7352 0.0 0.0 0.0
H 2.4867 -1.0915 0.1554 0.0 0.0 0.1
```
Positions in Å, forces in eV/Å.

Atom charges from the Löwdin analysis, given in e for atoms 1 to 5: number 1, C, carries 0.0283; number 2, C, carries -0.3342; number 3, C, carries -0.0593; number 4, C, carries -0.3008; number 5, N, carries 0.0440